Entry 1:
{"formula": "C33H42N5O", "method": "wB97M-V/def2-TZVPD", "gap_ev": 6.84, "multiplicity": 1, "e_homo_ha": -0.368, "charge": 1, "total_energy_ev": -44394.2817, "species": ["O", "N", "N", "N", "N", "N", "C", "C", "C", "C", "C", "C", "C", "C", "C", "C", "C", "C", "C", "C", "C", "C", "C", "C", "C", "C", "C", "C", "C", "C", "C", "C", "C", "C", "C", "C", "C", "C", "C", "H", "H", "H", "H", "H", "H", "H", "H", "H", "H", "H", "H", "H", "H", "H", "H", "H", "H", "H", "H", "H", "H", "H", "H", "H", "H", "H", "H", "H", "H", "H", "H", "H", "H", "H", "H", "H", "H", "H", "H", "H", "H"], "positions_angstrom": [[4.33227, 2.05447, 1.86410], [2.15542, 2.67175, 2.24604], [1.11960, 0.66769, 2.37518], [-1.84141, -2.97627, 3.58141], [-1.36060, -6.85954, 5.21587], [-7.58702, 0.19952, 2.88223], [-8.23882, 1.19421, 2.04499], [-0.92578, -3.85158, 3.11175], [5.00332, -1.53246, 2.13613], [2.41710, 4.09576, 2.22547], [0.40707, 2.46232, 3.94298], [-3.52106, -0.85357, 2.34049], [6.35783, -1.74753, 1.86226], [-6.25808, -0.11644, 2.71557], [-5.82450, -1.46448, 2.86668], [-2.52538, -3.38867, 4.67556], [3.15664, -0.38644, 3.38833], [7.34192, -1.12753, 2.64395], [-1.47353, -5.58426, 4.72754], [-1.84144, -8.88279, 6.42364], [-2.29038, -7.43160, 6.19503], [-2.10924, -1.26204, 2.31897], [-3.96464, 0.49280, 2.15337], [4.62907, -0.68047, 3.18072], [5.60544, -0.09298, 3.98796], [3.16241, 1.76113, 2.09046], [-0.72259, -5.13394, 3.61128], [-5.29604, 0.84925, 2.31445], [6.96263, -0.30298, 3.71676], [-1.14142, -0.26774, 2.62911], [-0.19452, 2.62407, 1.49100], [0.83795, 2.10630, 2.51067], [-0.49470, -9.04876, 5.70209], [-0.35776, -7.82837, 4.77411], [2.54828, 0.37320, 2.21675], [-8.44519, -0.54445, 3.79355], [-2.37237, -4.63662, 5.28317], [-4.51112, -1.81526, 2.60461], [0.21587, -0.34374, 2.35252], [4.22961, -1.99311, 1.52161], [5.29894, 0.56845, 4.80173], [-0.45341, 3.67409, 1.70890], [-2.27673, -6.86036, 7.13216], [-8.63954, 0.00626, 4.73587], [-9.41993, -0.72400, 3.32481], [-0.54013, -8.13174, 3.73256], [-3.24306, -2.67714, 5.07701], [-5.60384, 1.88563, 2.16276], [-0.35554, -3.51168, 2.25178], [2.59471, -1.32153, 3.51416], [1.25590, 2.30636, 4.62666], [-0.47129, -9.97359, 5.11701], [-2.98334, -4.87386, 6.15189], [-3.25265, 1.26128, 1.84290], [3.49951, 4.24431, 2.25183], [-7.88005, 1.12681, 1.00588], [1.95129, 4.58639, 3.09078], [8.40136, -1.29660, 2.43182], [-9.31774, 0.99427, 2.04148], [0.23656, 2.57860, 0.48194], [0.10684, 3.51976, 3.99284], [-7.99244, -1.50257, 4.06419], [-0.44248, 1.84548, 4.25603], [0.33409, -9.06131, 6.42229], [-1.84220, -2.04386, 1.59208], [-1.11008, 2.02177, 1.53923], [2.01642, 4.54635, 1.30600], [2.72552, -0.16618, 1.26669], [-4.21127, -2.86360, 2.63242], [-8.09157, 2.22991, 2.39262], [0.65536, -7.40437, 4.80724], [3.00844, 0.21168, 4.30135], [7.71994, 0.18542, 4.32685], [-0.01371, -5.78294, 3.10278], [6.64178, -2.39101, 1.02488], [0.66282, -1.31214, 2.07589], [-1.51425, 0.56052, 3.26190], [-2.58473, -9.55597, 5.98111], [-3.32319, -7.40918, 5.82252], [-1.75514, -9.09635, 7.49219], [-6.53182, -2.25066, 3.13299]], "mulliken_charge": [-0.70, 0.26, 0.52, -0.14, 0.10, 0.08, -1.04, -0.68, -0.24, -0.96, -1.47, -0.54, -0.70, 1.11, -0.75, -0.60, -0.63, -0.44, 1.30, -0.59, -0.67, -0.04, -0.39, 0.57, -0.32, 0.07, -0.63, -0.65, -0.61, 0.41, -1.10, 0.01, -0.60, -0.68, -0.04, -0.86, -0.79, -0.90, -0.49, 0.35, 0.32, 0.45, 0.32, 0.28, 0.33, 0.35, 0.47, 0.41, 0.38, 0.42, 0.37, 0.30, 0.35, 0.25, 0.36, 0.36, 0.32, 0.37, 0.35, 0.41, 0.46, 0.27, 0.33, 0.29, 0.50, -0.02, 0.30, 0.43, 0.60, 0.30, 0.33, 0.37, 0.37, 0.38, 0.36, 0.44, 0.42, 0.29, 0.32, 0.30, 0.28]}

Entry 2:
{"formula": "C33H42N6O3S2Y", "method": "wB97M-V/def2-TZVPD", "gap_ev": 7.81, "multiplicity": 1, "e_homo_ha": -0.376, "e_above_lowest_kcal_mol": 1.83, "charge": 1, "total_energy_ev": -72700.1035, "species": ["Y", "S", "S", "O", "O", "O", "N", "N", "N", "N", "N", "N", "C", "C", "C", "C", "C", "C", "C", "C", "C", "C", "C", "C", "C", "C", "C", "C", "C", "C", "C", "C", "C", "C", "C", "C", "C", "C", "C", "C", "C", "C", "C", "C", "C", "H", "H", "H", "H", "H", "H", "H", "H", "H", "H", "H", "H", "H", "H", "H", "H", "H", "H", "H", "H", "H", "H", "H", "H", "H", "H", "H", "H", "H", "H", "H", "H", "H", "H", "H", "H", "H", "H", "H", "H", "H", "H"], "positions_angstrom": [[-0.36088, -1.40700, -0.54269], [-1.65377, -0.16452, 1.72807], [-0.05841, 0.21398, -3.00777], [-2.23474, -0.97007, -1.41826], [2.51342, 1.27016, 3.82208], [1.28537, -0.06747, 0.31162], [-0.40068, -3.00396, -2.58509], [-0.65160, 2.22783, 1.15553], [0.43355, 1.07465, 2.82121], [0.97952, -2.90979, 0.72637], [-1.75510, -3.13098, 0.35551], [2.02707, -1.68892, -1.98739], [2.20256, -0.19334, 1.18114], [2.01946, -2.65485, 1.45774], [3.65642, 1.00159, 2.93624], [0.87210, -3.66698, -2.89678], [1.71271, 0.36382, -3.35506], [-3.93796, -2.26060, -0.37036], [3.79571, -1.40703, 2.63001], [-5.82253, -0.77554, -1.77317], [2.67345, -1.40728, 1.68346], [4.29376, -0.31256, 3.20226], [-1.38822, 3.78020, -0.56628], [-6.25578, -1.77758, -0.90033], [2.73775, 1.10827, 1.71571], [-3.50577, -1.23645, -1.24682], [1.32689, 6.01581, 2.93136], [-1.10597, -2.39066, -3.72571], [2.22883, 5.46181, 2.03643], [-1.62394, 2.42710, 0.08326], [1.72342, 1.73679, 2.72063], [0.68339, 3.81007, 3.63874], [0.36030, -4.22797, 0.87017], [2.61616, -0.41243, -2.39071], [-3.03954, -3.10083, 0.39377], [-1.57739, 4.95688, 0.38330], [-5.31241, -2.50263, -0.21107], [2.35940, 4.08236, 1.94193], [-4.48093, -0.50865, -1.94630], [-1.08209, -4.02648, 1.31029], [-0.55900, 1.14418, 1.90592], [-0.57616, -1.04459, -4.22788], [1.58708, 3.24497, 2.74142], [0.55495, 5.18581, 3.73340], [2.00273, -2.66937, -3.07513], [0.00146, 2.98244, 1.32028], [3.59603, -0.54507, -2.86803], [-2.13863, -2.26123, -3.41305], [-4.14603, 0.27598, -2.61291], [-2.56876, 4.93038, 0.83780], [4.35952, 1.83423, 3.00984], [2.43900, -3.48462, 2.03777], [-1.36878, -0.59473, -4.82589], [1.10493, -4.33059, -2.06104], [-0.14971, 5.61101, 4.43534], [2.76612, 0.17500, -1.48869], [-0.84467, 4.96129, 1.19492], [1.87469, 0.08098, -4.39498], [2.83397, 6.10228, 1.40920], [0.26846, -1.17255, -4.90208], [0.47696, 0.19498, 3.31777], [3.06918, 3.67738, 1.23416], [-2.63123, 2.35284, 0.49791], [4.23386, -2.37194, 2.86207], [1.87647, -2.13276, -4.01399], [-1.08388, -3.54813, 2.29447], [0.37608, -4.75880, -0.08744], [2.55302, -2.05412, -1.19955], [-1.10417, -3.07458, -4.58512], [-2.08144, 3.86024, -1.40570], [1.22363, 7.08959, 3.00522], [-5.62516, -3.28351, 0.47274], [-1.47376, 5.90493, -0.14230], [-6.55141, -0.19290, -2.32209], [-0.38481, 3.79931, -1.00465], [1.95667, 1.42445, -3.29615], [5.13913, -0.36414, 3.87245], [0.79183, -4.29474, -3.79254], [0.89060, -4.84928, 1.59965], [3.04874, 1.72760, 0.87648], [2.95200, -3.20870, -3.16818], [-1.03395, -3.70072, -2.20367], [-1.52367, 1.62284, -0.65202], [0.07777, 3.16615, 4.26350], [-3.54861, -3.77871, 1.08743], [-7.30927, -1.97623, -0.76974], [-1.60527, -4.98357, 1.38998]], "mulliken_charge": [0.32, -0.43, 0.03, 0.62, -0.61, -0.11, 0.11, 0.45, 0.17, 0.43, 0.47, 0.20, -0.16, -0.88, -0.33, -0.86, -1.05, 1.14, -0.89, -0.42, 0.74, -1.47, -0.97, -0.94, -0.17, 0.07, -0.44, -0.72, -1.05, 0.21, 1.54, 0.37, -1.02, -0.14, -0.69, -0.85, -0.91, 0.29, -0.92, -1.03, -0.04, -0.93, -1.15, -0.98, -0.85, -0.11, 0.52, 0.12, 0.43, 0.29, 0.47, 0.24, 0.64, 0.10, 0.42, -0.23, 0.07, 0.51, 0.44, 0.47, 0.55, 0.43, 0.39, 0.46, 0.29, 0.35, 0.08, 0.08, 0.54, 0.48, 0.42, 0.39, 0.40, 0.44, 0.27, 0.58, 0.41, 0.46, 0.52, 0.65, 0.49, 0.32, -0.22, 0.45, 0.26, 0.41, 0.57]}

Asked for maximum force across the records above, the calculation gives 0.0325, 0.0240 Eh/bohr in order.